[1]
The following is a DFT calculation (ωB97M-V/def2-TZVPD) of a cluster of 8 separate species, C40H84BrNO10P in total in a non-equilibrium geometry.

Output
Strongest force on any atom, hartree/bohr: 0.0351
E_LUMO, eV: 1.790
DFT total energy, Ha: -5296.95301
Net charge: -1
Kohn-Sham gap, eV: 6.37

```
137
Properties=species:S:1:pos:R:3:forces:R:3
C 4.273 0.290 3.648 0.0284 0.4449 0.2128
C 4.495 1.791 3.461 0.1659 -0.5632 -0.0506
O 3.850 2.270 2.310 -0.2175 0.0814 0.1918
C 2.457 2.515 2.496 0.4555 0.2779 -0.3448
P 1.494 1.970 0.924 -1.0940 -1.0473 0.9837
Br 2.525 3.828 -0.237 0.4184 0.7145 -0.8199
C -0.002 3.043 1.427 0.0805 0.1926 -0.7098
C -1.302 2.612 0.738 -0.1513 -0.0291 1.1177
C -2.527 2.979 1.615 0.0218 0.8016 -0.6041
C -3.655 3.709 0.832 0.1734 -1.1260 0.5715
C -4.806 2.723 0.574 -0.3372 0.7616 -0.1466
C -5.873 2.767 1.684 0.2200 0.3075 -0.3905
C -7.299 2.869 1.147 0.5627 -0.7320 0.3697
C -7.824 1.564 0.559 -0.9514 0.7008 -0.1678
C -9.358 1.633 0.424 0.4352 -0.6967 0.1613
C -9.952 0.222 0.296 -0.2912 0.1946 0.6215
C -10.226 -0.307 1.710 0.4779 -0.1867 -0.6584
O -10.456 -1.705 1.718 -0.2211 0.0184 0.2277
C -11.782 -2.031 1.368 0.1942 0.1335 -0.1464
C 0.752 0.368 1.747 -0.3789 -0.3873 -0.1226
C 0.949 -0.774 0.834 -0.8012 0.6400 0.3751
O 1.852 -1.543 1.016 0.7963 -1.1943 -0.0835
N 0.058 -0.919 -0.309 0.6098 -0.3130 -0.4924
C 0.857 -0.587 -1.538 -0.6939 0.5730 0.6192
C -0.403 -2.303 -0.424 -0.3631 0.4656 -0.0658
H 4.497 -0.195 2.704 -0.2047 -0.2403 -0.0911
H 3.253 0.099 3.968 -0.2007 -0.2421 -0.2205
H 4.929 -0.114 4.418 0.1487 0.0174 0.0990
H 5.567 1.936 3.327 0.0974 0.3269 -0.0741
H 4.167 2.346 4.342 0.0715 0.1300 0.1788
H 2.291 3.584 2.648 0.0651 0.1620 -0.1049
H 2.101 2.019 3.402 -0.1598 -0.2969 -0.0572
H 2.626 1.164 0.500 0.1237 0.2575 0.0580
H 0.817 1.662 -0.319 0.1119 0.1838 0.0783
H -0.106 3.122 2.511 -0.0382 -0.3826 0.1538
H 0.197 4.051 1.080 0.2282 0.2231 0.1406
H -1.289 1.540 0.548 -0.0524 -0.1467 -0.1909
H -1.403 3.114 -0.217 0.1461 0.0268 -0.2695
H -2.219 3.653 2.409 0.2803 0.0296 0.1427
H -2.933 2.096 2.102 -0.0724 -0.1311 0.0487
H -3.988 4.545 1.444 -0.3136 0.1587 -0.0944
H -3.288 4.126 -0.100 0.2283 -0.0013 -0.1345
H -4.409 1.721 0.478 0.1251 -0.2013 -0.0981
H -5.274 2.971 -0.383 -0.1731 -0.0088 -0.0464
H -5.709 3.661 2.283 0.1433 0.1119 0.1579
H -5.736 1.919 2.354 -0.2050 -0.1399 0.0588
H -7.938 3.188 1.971 -0.2466 0.0101 -0.0006
H -7.321 3.640 0.381 -0.1283 0.2353 -0.0685
H -7.615 0.710 1.200 0.3801 -0.0336 0.1179
H -7.383 1.392 -0.421 0.1748 -0.2225 -0.0342
H -9.667 2.312 -0.366 -0.0223 0.0388 -0.1441
H -9.707 2.040 1.373 -0.3055 0.2879 -0.0029
H -9.238 -0.473 -0.139 0.0700 0.0024 -0.3263
H -10.877 0.192 -0.274 -0.0306 0.0747 -0.2399
H -11.044 0.246 2.181 -0.1463 -0.0458 0.0749
H -9.321 -0.146 2.290 0.0376 -0.0233 0.2773
H -12.483 -1.580 2.076 -0.1445 -0.0535 0.0166
H -12.031 -1.699 0.357 -0.0501 0.1106 -0.0405
H -11.874 -3.110 1.380 -0.0163 -0.1931 0.1643
H 1.296 0.083 2.639 0.3031 0.2670 0.2136
H -0.296 0.467 2.029 -0.1301 0.2172 -0.2683
H 0.388 0.257 -2.034 -0.0692 0.0541 -0.2136
H 1.851 -0.264 -1.249 0.3147 -0.1128 -0.1823
H 0.890 -1.431 -2.223 0.1827 -0.1847 -0.0104
H -1.007 -2.363 -1.326 -0.1190 -0.0797 -0.1347
H -1.054 -2.578 0.402 0.1957 0.0479 0.1182
H 0.403 -3.033 -0.511 0.1373 -0.0704 0.1098
C 0.645 -5.976 -0.263 -0.2074 0.1722 -0.0013
C -0.144 -5.444 0.906 -0.0324 0.0494 -0.0014
O -1.193 -4.861 0.749 -0.0719 -0.2897 0.0972
C 0.433 -5.667 2.283 -0.2079 0.1287 0.0531
H 0.123 -5.748 -1.188 -0.0041 -0.0244 -0.0123
H 1.631 -5.508 -0.290 0.0461 -0.1376 0.0713
H 0.755 -7.058 -0.182 0.1469 0.0087 -0.0037
H 1.410 -5.187 2.360 0.0625 -0.1042 -0.0246
H 0.535 -6.736 2.477 0.1576 0.0029 -0.0350
H -0.231 -5.235 3.028 0.0027 0.0149 -0.0215
C 6.450 7.370 0.004 0.2091 0.1471 0.0860
C 6.602 6.155 0.885 0.0346 -0.0987 0.0759
O 7.352 6.162 1.842 -0.0180 0.0461 -0.0596
C 5.788 4.942 0.523 0.2452 0.1425 0.2953
H 7.092 8.167 0.379 -0.0199 -0.0174 0.0315
H 6.742 7.127 -1.023 -0.2481 0.0218 0.2234
H 5.414 7.713 0.018 -0.0319 -0.0972 -0.1277
H 6.054 4.602 -0.480 -0.1798 0.0723 -0.0747
H 4.718 5.166 0.553 0.1405 -0.0472 -0.1788
H 5.991 4.145 1.235 -0.0407 0.0113 0.0273
C 8.062 4.178 -3.245 -0.0082 0.6594 -0.0007
C 7.836 5.610 -3.652 0.0120 -0.0880 0.0848
O 7.372 6.424 -2.883 0.1263 -0.0216 -0.3232
C 8.207 5.998 -5.066 -0.1058 0.2938 0.0746
H 7.756 4.045 -2.218 -0.0134 -0.0233 0.0394
H 7.474 3.513 -3.876 0.1189 -0.0866 -0.0401
H 9.121 3.927 -3.334 -0.0395 -0.1112 -0.1418
H 7.626 5.408 -5.778 0.1291 -0.1002 -0.0222
H 9.271 5.825 -5.232 -0.0349 -0.1437 -0.0797
H 7.991 7.053 -5.223 -0.0049 -0.0149 0.0170
C 6.143 -0.069 -2.395 0.4692 0.6167 -0.2385
C 6.487 1.125 -1.544 0.0072 0.1666 0.0967
O 7.323 1.943 -1.881 -0.0924 -0.5479 0.0789
C 5.742 1.266 -0.247 0.1855 0.1484 -0.0647
H 6.748 -0.056 -3.302 -0.0125 0.0136 0.0145
H 6.350 -0.979 -1.847 -0.1907 -0.0831 0.0690
H 5.090 -0.039 -2.670 -0.0571 -0.1729 0.1656
H 5.931 0.401 0.392 -0.1929 -0.0900 -0.0669
H 4.670 1.356 -0.439 -0.0344 -0.0995 0.1579
H 6.077 2.161 0.267 -0.0514 0.0219 0.0270
C -0.711 -6.740 -4.553 0.1459 0.0910 0.1903
C -0.287 -7.970 -3.788 0.0450 0.0427 0.0669
O 0.399 -7.891 -2.796 -0.0131 -0.0684 -0.0966
C -0.759 -9.304 -4.318 0.1274 -0.0811 0.2096
H -0.307 -5.854 -4.068 -0.0031 -0.0108 0.0082
H -0.333 -6.787 -5.576 -0.1473 -0.0379 -0.0520
H -1.800 -6.667 -4.570 0.0004 -0.0457 -0.1487
H -0.383 -9.458 -5.330 -0.1475 0.0387 -0.0590
H -1.849 -9.338 -4.325 0.0017 0.0261 -0.1615
H -0.385 -10.099 -3.677 0.0062 0.0218 0.0060
C -3.782 -2.519 1.954 0.0988 0.1316 -0.0649
C -4.510 -1.243 2.291 0.2431 -0.0640 -0.1288
O -4.051 -0.175 1.960 -0.2182 0.0861 0.1390
C -5.814 -1.355 3.048 0.0226 0.2805 -0.0591
H -2.871 -2.271 1.414 -0.0513 -0.0143 0.0282
H -3.516 -3.056 2.866 -0.1137 -0.1234 -0.0345
H -4.403 -3.157 1.323 -0.0259 -0.1097 0.1312
H -5.645 -1.839 4.012 -0.0586 -0.1361 -0.0605
H -6.534 -1.937 2.470 0.0249 -0.1237 0.0972
H -6.221 -0.360 3.220 0.0205 0.0025 -0.0024
C 3.892 -4.699 -2.870 0.1810 0.1323 -0.1907
C 4.250 -3.496 -2.025 0.0191 0.0120 0.0651
O 5.096 -2.706 -2.384 -0.1788 -0.4668 -0.0561
C 3.508 -3.327 -0.726 0.5269 0.1226 -0.1544
H 4.497 -4.699 -3.775 0.0036 0.0168 0.0144
H 4.086 -5.617 -2.313 -0.1788 -0.0228 0.0304
H 2.837 -4.657 -3.149 -0.0441 -0.1263 0.1305
H 3.689 -4.190 -0.080 -0.1364 -0.0607 -0.0192
H 2.444 -3.228 -0.914 -0.1341 -0.0625 0.0768
H 3.854 -2.431 -0.219 -0.0858 0.0152 0.0170
```
Forces are in eV/Å.

Here are the Löwdin charges for atoms 1 to 2, given in e: number 1, C, carries -0.0724; number 2, C, carries -0.2970

[2]
The following is a DFT calculation (ωB97M-V/def2-TZVPD) of a cluster of 9 separate species, C40H84N2O21 in total in a non-equilibrium geometry.

Output
Strongest force on any atom, hartree/bohr: 0.1195
E_LUMO, eV: 0.059
DFT total energy, Ha: -3263.61629
Kohn-Sham gap, eV: 9.38

```
147
Properties=species:S:1:pos:R:3:forces:R:3
C 7.514 -3.497 5.648 0.5352 -0.0785 0.2441
O 6.601 -2.644 6.275 -0.3692 0.4999 -0.8234
C 5.539 -3.270 6.955 0.5083 0.7765 1.8310
C 4.331 -3.686 6.169 1.0808 0.7899 0.0140
O 3.858 -2.468 5.637 -1.0126 -0.3048 -1.1051
C 2.578 -2.626 5.019 0.3687 -0.2437 0.1610
C 1.987 -1.352 4.502 0.4441 0.7671 -0.3551
O 2.781 -0.749 3.477 -1.0709 0.0549 -0.6191
C 1.994 0.224 2.776 0.3796 0.7878 0.3344
H 8.171 -3.936 6.399 -0.1206 -0.6308 0.2286
H 8.221 -2.929 5.044 -0.4552 0.3119 -0.2720
H 7.031 -4.257 5.033 0.0718 -0.1334 -0.0505
H 5.189 -2.492 7.633 0.0382 0.0093 0.2204
H 5.968 -4.059 7.572 -0.2378 -0.5013 0.0510
H 3.553 -4.100 6.811 0.1616 -0.4400 0.1677
H 4.748 -4.422 5.482 -0.8729 -0.1416 -0.9073
H 1.878 -3.047 5.741 -0.2269 0.0551 0.3695
H 2.598 -3.367 4.220 0.4024 -0.0602 -0.3382
H 1.868 -0.593 5.275 -0.1290 -0.1174 0.3792
H 1.001 -1.564 4.088 -0.2000 -0.2025 0.1418
H 1.418 0.898 3.409 0.4191 0.1445 0.8604
H 1.162 -0.079 2.140 0.3458 -1.1262 -0.4210
H 2.693 0.849 2.220 -0.0458 -0.1476 -0.1699
C 7.625 -0.600 2.631 0.1685 0.1892 0.4657
O 7.263 -0.414 1.306 -0.6209 -0.6328 -1.1409
C 5.988 0.181 1.108 0.7583 0.7386 -1.5075
C 5.642 0.031 -0.422 0.2911 -0.7307 1.2979
O 5.206 -1.329 -0.625 0.1366 0.0404 -0.5747
C 4.851 -1.661 -1.968 1.0237 -0.3061 0.3069
C 3.517 -1.169 -2.317 -1.7345 1.0458 0.3717
O 2.445 -1.769 -1.563 -0.5446 -0.6119 -1.9194
C 2.365 -1.608 -0.173 0.6351 0.0036 0.3342
H 7.928 0.346 3.079 -0.2000 0.2839 0.3214
H 8.518 -1.225 2.663 -0.1949 -0.2601 -0.0752
H 6.793 -1.039 3.182 0.1284 -0.1344 0.3636
H 6.142 1.234 1.342 -0.3491 0.4874 -0.2103
H 5.193 -0.143 1.779 -0.0004 -0.6956 -0.0611
H 6.539 0.232 -1.009 0.2997 -0.1622 0.0574
H 4.921 0.777 -0.758 -0.4622 -0.0782 0.2619
H 4.830 -2.729 -2.186 0.1210 -0.4835 1.1068
H 5.612 -1.373 -2.694 0.1399 0.8097 -0.0549
H 3.307 -1.332 -3.375 -0.1554 -0.4127 -0.0231
H 3.439 -0.087 -2.214 0.0920 0.3339 0.2683
H 2.573 -0.566 0.073 0.5145 -0.1179 0.4609
H 3.016 -2.369 0.256 0.3349 0.6281 0.6649
H 1.375 -1.800 0.241 -0.4139 -0.1249 -0.6998
C -2.955 4.408 -6.227 0.7638 0.5559 0.8364
O -1.984 3.956 -5.271 -0.7995 -1.1314 -0.4142
C -2.447 3.916 -3.888 1.1621 -0.0304 -1.5940
C -3.482 2.897 -3.469 0.5800 -0.5699 0.5844
O -2.816 1.649 -3.001 -0.6491 1.6865 -0.5138
C -3.676 0.685 -2.419 -0.8930 0.4255 0.4018
C -4.355 1.104 -1.077 0.1100 1.2978 -0.3941
O -5.381 2.153 -1.076 2.0271 -0.6025 -0.1721
C -6.687 1.814 -1.420 -0.0297 -0.1626 0.0204
H -2.416 4.708 -7.126 0.0781 -0.0723 0.0440
H -3.387 5.304 -5.781 -0.4940 0.1704 -0.3000
H -3.733 3.703 -6.520 0.0088 -0.2760 0.3225
H -2.774 4.944 -3.731 -0.1814 -0.0453 0.7258
H -1.498 3.679 -3.407 -0.2186 0.3233 0.6345
H -4.202 2.712 -4.266 -0.0201 -0.3805 -0.1308
H -4.026 3.370 -2.651 -0.0713 -0.3666 0.2253
H -3.022 -0.143 -2.146 -0.0662 -0.1004 -0.0660
H -4.392 0.350 -3.170 -0.2319 -0.1877 -0.0676
H -3.518 1.551 -0.540 -0.1239 0.1424 0.3218
H -4.674 0.244 -0.488 -0.2580 -0.2478 -0.2226
H -7.243 2.751 -1.399 -0.1312 -0.1356 -0.0097
H -7.097 1.124 -0.683 -0.2790 -0.1755 -0.0107
H -6.753 1.383 -2.419 -0.1104 -0.1388 -0.1632
C -2.748 10.533 0.044 -0.2796 0.0110 0.1210
O -2.444 9.183 -0.183 -0.0262 -0.3826 -0.0548
C -1.235 8.916 -0.853 0.4458 -0.0459 1.1712
C -1.112 7.448 -1.174 0.4984 -0.6651 -0.3140
O -1.136 6.546 -0.074 -0.2686 -0.1775 0.3192
C -1.160 5.143 -0.416 -0.4702 0.4422 1.1954
C -0.982 4.195 0.847 -1.1311 1.7332 -0.2961
O -1.841 4.575 1.939 -0.0359 -0.2463 -0.4162
C -1.763 3.625 2.997 0.2154 0.4185 0.1138
H -2.201 11.026 0.848 0.6181 -0.2780 0.1390
H -3.781 10.547 0.391 -0.1070 0.1105 -0.3831
H -2.601 11.126 -0.858 -0.2277 0.1326 -0.1896
H -0.383 9.229 -0.249 0.1468 0.1875 0.2715
H -1.168 9.452 -1.800 -0.0889 0.1408 -0.2706
H -0.145 7.268 -1.644 0.2098 0.3830 -0.4873
H -1.865 7.320 -1.951 -0.5149 -0.9481 0.1205
H -0.364 4.890 -1.115 0.2410 0.0085 -0.1453
H -2.119 4.971 -0.906 -0.1870 -0.3391 -0.0125
H 0.055 4.270 1.174 0.1750 -0.2988 0.0283
H -1.282 3.188 0.556 0.4842 -0.2094 -0.2847
H -2.323 3.943 3.876 -0.1058 0.5764 -0.2582
H -0.721 3.560 3.310 0.1512 -0.4504 0.0777
H -2.183 2.646 2.765 0.2680 -0.1954 -0.4867
C -2.079 -2.792 -1.631 -0.1462 -0.5567 -0.1388
O -2.785 -3.377 -0.539 0.9404 1.1585 0.6546
C -3.828 -4.213 -0.903 -0.2843 -2.0375 -0.8154
C -4.401 -5.070 0.273 -0.2571 3.1578 0.5902
O -3.392 -5.626 1.056 1.8692 -0.9191 -0.8986
C -3.699 -6.289 2.241 -2.3780 1.6822 1.5610
C -3.949 -5.271 3.418 -0.0720 -0.3550 -0.5934
O -5.115 -4.487 3.251 -0.5689 -1.0260 -1.1281
C -5.593 -3.882 4.412 0.9298 1.1109 0.2631
H -2.750 -2.346 -2.366 -0.2669 -0.0135 -0.0721
H -1.465 -3.532 -2.143 -0.1633 -0.3559 -0.1404
H -1.374 -2.015 -1.334 -0.3641 -0.0685 0.7473
H -3.495 -4.874 -1.703 0.3093 -0.3503 -0.1621
H -4.638 -3.652 -1.370 -0.4508 0.2113 0.2488
H -5.270 -5.667 -0.004 0.4625 -0.7937 -0.4273
H -4.866 -4.287 0.871 -0.3029 0.1072 0.4205
H -2.946 -6.967 2.644 0.3672 0.0199 -0.8394
H -4.651 -6.802 2.106 -0.0395 -0.5530 0.0798
H -3.080 -4.613 3.442 0.2620 0.0840 0.3552
H -4.087 -5.808 4.357 0.4864 -0.3074 0.1554
H -4.834 -3.148 4.684 -0.1100 0.5968 0.3511
H -5.674 -4.499 5.307 -0.2972 -0.6685 -0.2200
H -6.527 -3.368 4.187 0.0488 -0.2033 0.0303
O 2.109 3.923 -4.062 -1.8968 -1.7802 -2.2825
C 1.499 3.214 -4.867 2.4152 0.7329 3.1460
O 0.864 2.056 -4.481 -0.0743 1.5964 0.3258
C 0.173 1.501 -5.579 0.8310 -0.0190 -0.8297
C 0.449 2.518 -6.726 -0.0437 -0.6712 0.1636
O 1.534 3.338 -6.187 -1.4168 -0.3315 -0.6367
H 0.720 0.588 -5.814 -0.3335 -0.3089 -0.0909
H -0.863 1.277 -5.324 0.0123 0.3597 -0.1299
H -0.404 3.135 -7.009 0.1967 0.0929 0.3155
H 0.794 1.953 -7.592 0.2435 0.4209 -0.0451
O 0.864 -7.715 -3.576 0.2864 2.2448 1.2018
C 1.184 -6.595 -3.177 -3.8161 -3.8604 -2.8783
O 2.345 -6.261 -2.869 5.5846 -0.7488 1.7539
C 2.544 -4.896 -2.676 0.2126 0.7689 0.6449
C 1.136 -4.394 -2.692 -0.7714 0.4569 -0.5958
O 0.386 -5.540 -3.166 -1.2689 1.6537 0.1471
H 2.923 -4.631 -1.689 0.6735 -0.5475 -0.1501
H 3.211 -4.553 -3.467 -0.1470 0.2473 0.0636
H 1.074 -3.548 -3.378 -0.6272 -0.0965 0.0387
H 0.786 -4.116 -1.698 -0.0850 -0.0042 -0.1498
C -2.131 -2.006 2.211 -0.2688 0.6931 0.3636
C -1.754 -1.028 3.270 1.1258 1.8171 1.1128
N -1.370 -0.268 4.083 -1.2373 -2.1976 -2.2098
H -3.179 -2.275 2.344 0.1649 -0.6515 0.4253
H -1.415 -2.827 2.233 -0.4230 -0.2123 0.0564
H -2.168 -1.620 1.192 0.5857 0.5486 0.2370
C 0.077 0.117 -2.270 -0.4225 -0.0732 0.6088
C -0.400 0.322 -0.885 1.2583 -0.4676 -2.4977
N -0.773 0.469 0.174 -0.7988 0.2717 1.9836
H 1.077 0.524 -2.420 -0.2994 0.2622 0.0409
H -0.683 0.584 -2.898 0.2849 0.1134 -0.2385
H 0.145 -0.949 -2.487 -0.0851 0.0055 0.1100
```
Forces are in eV/Å.

Here are the Löwdin charges for atoms 1 to 2, given in e: number 1, C, carries -0.1155; number 2, O, carries -0.1711